Computed, not measured: a structure of composition C29H53BeN2O2P2 at a distorted geometry, with ωB97M-V/def2-TZVPD.

- frontier orbital gap (spin up / spin down) (eV) = 7.75 / 2.64
- net charge = +1
- DFT total energy (Ha) = -2094.024184
- HOMO level (spin up / spin down) (eV) = -10.39 / -7.92

Last column: Löwdin charge in e.
Element x y z (Å)
C1 -1.142 -2.637 -1.873  -0.311
C2 0.860 -1.607 -2.576  -0.266
C3 -0.645 -3.886 -2.219  -0.034
C4 1.473 -2.857 -2.697  -0.022
C5 0.712 -4.004 -2.540  -0.060
H1 -1.331 -4.732 -2.217  0.118
H2 2.524 -2.861 -2.969  0.119
H3 1.156 -4.982 -2.689  0.110
N1 -0.356 -1.546 -1.949  0.019
P1 -2.649 -0.876 -0.291  1.200
P2 2.625 0.579 -0.666  1.358
C6 -2.591 -2.303 -1.532  -0.219
H4 -3.116 -1.923 -2.426  0.091
H5 -3.131 -3.201 -1.212  0.076
C7 0.875 1.321 -0.676  -0.548
O1 0.377 1.810 0.356  -0.013
C8 1.396 -0.397 -3.136  -0.073
H6 2.340 -0.499 -3.687  0.117
C9 3.730 1.982 -1.289  -0.659
C10 3.055 0.076 1.099  -0.673
C11 -3.881 0.523 -0.732  -0.677
C12 -3.135 -1.889 1.219  -0.670
C13 3.102 3.321 -0.882  -0.063
H7 3.123 3.453 0.208  0.082
H8 3.693 4.126 -1.348  0.105
H9 2.061 3.408 -1.228  0.076
C14 5.175 1.868 -0.786  -0.089
H10 5.267 1.994 0.297  0.066
H11 5.620 0.909 -1.084  0.087
H12 5.761 2.668 -1.264  0.101
C15 3.790 1.850 -2.813  -0.102
H13 4.492 2.587 -3.228  0.106
H14 4.137 0.850 -3.106  0.089
H15 2.812 2.024 -3.265  0.032
C16 3.213 1.337 1.951  -0.075
H16 2.258 1.882 1.968  0.084
H17 3.464 1.021 2.976  0.103
H18 4.004 2.012 1.601  0.057
C17 1.920 -0.789 1.674  -0.110
H19 0.983 -0.223 1.735  0.073
H20 1.750 -1.689 1.066  0.083
H21 2.182 -1.120 2.690  0.087
C18 4.323 -0.794 1.009  -0.087
H22 5.183 -0.267 0.582  0.057
H23 4.604 -1.153 2.009  0.099
H24 4.119 -1.671 0.377  0.085
C19 -3.199 -0.979 2.454  -0.086
H25 -3.462 -1.589 3.330  0.096
H26 -2.233 -0.503 2.662  0.087
H27 -3.960 -0.192 2.370  0.067
C20 -2.085 -2.990 1.456  -0.087
H28 -1.937 -3.620 0.571  0.074
H29 -1.116 -2.592 1.782  0.050
H30 -2.450 -3.639 2.268  0.099
C21 -4.496 -2.584 1.032  -0.082
H31 -4.638 -3.281 1.871  0.098
H32 -5.335 -1.882 1.038  0.061
H33 -4.542 -3.172 0.110  0.074
C22 -3.773 0.822 -2.237  -0.092
H34 -4.038 -0.054 -2.846  0.083
H35 -4.468 1.638 -2.489  0.105
H36 -2.761 1.157 -2.510  0.043
C23 -3.437 1.763 0.078  -0.084
H37 -2.385 2.027 -0.105  0.064
H38 -4.059 2.623 -0.212  0.099
H39 -3.557 1.611 1.159  0.075
C24 -5.330 0.167 -0.390  -0.095
H40 -5.643 -0.769 -0.871  0.088
H41 -5.502 0.103 0.693  0.072
H42 -5.986 0.965 -0.770  0.096
Be1 -0.815 -0.109 -1.332  0.239
N2 0.124 1.177 -1.859  0.027
C25 0.727 0.768 -3.062  -0.279
C26 0.437 1.649 -4.299  -0.542
C27 1.434 1.339 -5.419  -0.045
C28 -0.947 1.296 -4.846  -0.034
C29 0.449 3.138 -3.954  -0.040
H43 2.436 1.716 -5.192  0.077
H44 1.484 0.257 -5.592  0.089
H45 1.096 1.808 -6.352  0.097
H46 -1.743 1.509 -4.126  0.059
H47 -1.134 1.911 -5.735  0.095
H48 -0.986 0.239 -5.137  0.099
H49 0.131 3.702 -4.841  0.095
H50 -0.257 3.359 -3.146  0.087
H51 1.448 3.494 -3.686  0.073
O2 0.322 -2.774 3.143  -0.070
H52 0.108 -2.531 4.058  0.069
H53 0.699 -3.668 3.187  0.072